Here is a cluster of 2 separate species, C25H23F6N3O3 in total from the Open Molecules 2025 dataset. Energies are from the ωB97M-V functional and the def2-TZVPD basis.

```
60
Properties=species:S:1:pos:R:3:forces:R:3:mulliken_charge:R:1
C 4.430662 3.327583 1.626672 -0.33 0.69 0.33 -1.16
N 4.271994 2.260721 0.671252 0.61 -0.66 0.08 0.15
C 5.487296 1.835067 -0.011912 -0.42 -0.08 0.51 -0.99
C 5.543447 2.552940 -1.327177 -0.58 0.99 -1.51 1.04
F 6.665186 2.322229 -2.055885 -0.98 0.09 0.76 -0.26
F 4.452487 2.206540 -2.094944 1.19 0.28 0.53 -0.26
F 5.444782 3.912490 -1.128988 0.28 -1.16 -0.26 -0.27
C 3.077371 1.641690 0.474900 -0.46 -0.45 -0.49 1.10
C 3.019487 0.265005 0.101498 0.06 0.41 -0.01 -0.51
C 1.802493 -0.335508 -0.078612 0.10 -0.14 0.08 -1.11
C 0.590848 0.405246 -0.014244 0.06 0.17 0.05 0.70
C -0.585618 -0.309210 -0.284571 0.43 0.27 0.08 -0.41
C -1.816519 0.231048 -0.698063 -0.86 0.25 -0.38 0.35
C -2.979308 -0.512718 -0.347159 0.33 0.07 0.06 -0.97
C -4.234311 -0.016670 -0.600913 0.10 0.57 -0.38 -0.40
C -4.360878 1.164307 -1.389574 0.64 -0.30 0.74 0.48
N -5.600344 1.692495 -1.636739 -1.29 -0.29 0.35 0.28
C -6.024835 2.053011 -2.969674 0.29 0.34 -0.58 -1.02
C -6.607656 1.746775 -0.578904 0.62 -0.45 -0.62 -0.94
C -6.396999 3.005652 0.212695 0.84 1.46 0.53 0.97
F -7.326543 3.215435 1.182234 0.82 -0.26 -0.90 -0.26
F -5.151478 2.984713 0.808741 -1.34 0.06 -0.37 -0.26
F -6.392349 4.100460 -0.621098 -0.21 -0.88 0.87 -0.28
C -3.209429 1.839836 -1.871033 -0.40 -0.15 -0.01 -0.39
C -1.959871 1.418558 -1.483217 0.01 -0.58 0.30 -0.73
C 0.645711 1.788371 0.353475 0.63 -0.34 -0.16 -0.74
C 1.862405 2.378983 0.616441 -0.02 -0.13 0.11 -0.38
H 3.851314 3.118510 2.539076 0.12 0.08 -0.32 0.42
H 5.488171 3.374069 1.902344 -0.28 0.18 0.02 0.34
H 4.122181 4.298512 1.211078 0.18 -0.14 0.22 0.34
H 6.336609 2.159874 0.590156 0.09 -0.34 -0.18 0.35
H 5.500144 0.757338 -0.180454 0.28 0.23 -0.01 0.29
H 3.943802 -0.309675 0.000492 -0.54 0.12 0.08 0.26
H 1.730338 -1.402543 -0.299292 0.04 0.20 0.15 0.28
H -0.536630 -1.391922 -0.150246 0.12 -0.22 0.15 0.54
H -2.833468 -1.466264 0.169708 -0.11 0.31 -0.12 0.52
H -5.130072 -0.530229 -0.243929 0.41 0.07 -0.22 0.40
H -5.663478 1.314591 -3.707765 -0.10 0.31 0.30 0.36
H -7.122662 2.045461 -2.996279 0.38 0.13 -0.12 0.33
H -5.656218 3.051444 -3.253929 -0.29 -0.22 -0.09 0.32
H -7.597019 1.784420 -1.045252 0.10 -0.21 0.40 0.38
H -6.476496 0.895744 0.094796 -0.48 0.21 0.00 0.28
H -3.350575 2.737408 -2.484626 0.15 -0.43 0.27 0.34
H -1.080302 1.957123 -1.824923 -0.08 -0.12 0.11 0.54
H -0.257556 2.376215 0.461542 -0.02 -0.13 -0.03 0.57
H 1.911851 3.435728 0.888053 -0.04 -0.40 -0.03 0.40
O 2.382022 -5.338336 4.616785 1.01 -0.98 -1.49 -0.60
N 2.902396 -5.882951 3.619746 0.73 -0.39 1.95 0.96
O 3.854278 -6.684564 3.694144 -1.43 1.24 0.03 -0.61
C 2.367799 -5.568314 2.320541 -0.50 0.17 -1.78 0.01
C 2.815497 -6.280149 1.192928 0.10 -0.33 0.38 -0.45
C 2.234703 -6.027143 -0.055210 0.27 0.30 0.49 -0.33
C 1.304380 -5.018198 -0.204612 -0.44 0.59 1.01 -0.47
C 0.828736 -4.223328 0.932720 1.32 -1.46 -0.07 -0.02
O -0.017595 -3.305115 0.817637 -0.79 1.26 -0.39 -0.75
C 1.404408 -4.578749 2.215509 -0.10 0.11 -0.46 -0.31
H 3.584323 -7.030797 1.316727 -0.12 0.00 -0.02 0.42
H 2.547741 -6.609680 -0.922977 -0.02 0.13 0.23 0.34
H 0.876994 -4.786407 -1.172808 -0.06 -0.04 -0.03 0.37
H 1.086329 -4.047126 3.103119 -0.07 -0.02 -0.13 0.45
```
Forces are in eV/Å.

Values from the calculation:
HOMO level ... -5.86 eV
Molar mass ... 527.47 g/mol
ΔE to the lowest compared entry with this formula, charge and spin ... 13.3 kcal per mole
Charge ... 0
Electronic energy ... -53211.0878 eV
HOMO-LUMO gap ... 0.12402 Ha

---

Here is a structure of composition C25H23F6N7O21S6V from the Open Molecules 2025 dataset. Energies are from the ωB97M-V functional and the def2-TZVPD basis.

```
89
Properties=species:S:1:pos:R:3:forces:R:3:mulliken_charge:R:1
V 20.409520 32.610000 -16.126600 3.56 0.54 4.53 2.82
N 21.581310 32.913210 -17.689360 -0.16 -2.58 -3.23 0.21
S 22.647690 33.977200 -18.080220 5.81 8.26 3.15 0.77
O 22.147530 35.068600 -18.877640 0.64 -1.94 -0.98 -0.56
O 24.079950 33.559940 -18.044810 -4.21 0.17 -1.07 -0.56
F 22.570240 34.819790 -16.730550 -0.10 -0.96 1.38 -0.33
S 21.820540 32.123880 -19.225590 0.33 -5.23 -3.28 0.71
O 22.900790 31.107930 -19.226710 -3.10 2.60 0.84 -0.46
O 21.748330 32.950380 -20.415680 -0.19 -0.81 2.47 -0.51
F 20.423880 31.338810 -19.203030 0.95 0.63 0.21 -0.10
N 19.211010 34.207030 -16.145960 -4.42 -0.04 -2.58 0.19
S 19.149150 35.635510 -15.511330 2.12 5.10 6.28 0.85
O 18.137170 35.890230 -14.435300 2.26 -1.08 -3.71 -0.56
O 19.482710 36.692200 -16.417670 -0.33 -0.88 0.68 -0.56
F 20.447950 35.323820 -14.690970 0.63 0.50 0.47 -0.29
S 17.628370 34.487010 -16.831590 -6.21 -4.38 -3.03 0.65
O 17.425680 35.596380 -17.761910 1.14 -1.81 2.39 -0.52
O 16.485630 34.035650 -15.981780 3.75 1.66 -1.71 -0.53
F 17.678340 33.202600 -17.877180 0.89 1.43 0.71 -0.23
N 19.723080 30.797970 -16.488360 1.78 -3.93 -1.11 0.50
S 18.436790 29.905000 -16.705730 -9.12 0.48 0.73 0.58
O 17.957990 29.236980 -15.475130 2.03 0.32 -2.91 -0.67
O 18.150310 29.378920 -18.048170 1.74 0.47 2.94 -0.45
F 17.452550 31.160480 -16.653030 0.34 -0.29 -0.11 -0.25
S 20.762960 29.445000 -16.680900 7.11 -2.07 -0.20 0.38
O 21.048330 28.894620 -18.026560 -1.86 1.66 3.11 -0.36
O 20.791770 28.509220 -15.551500 -1.09 2.12 -2.11 -0.52
F 22.130300 30.307990 -16.437720 -1.55 -0.35 -0.10 -0.37
C 22.428920 32.063230 -13.329930 -0.07 -0.67 0.84 -1.00
O 21.709760 32.404850 -14.464290 -1.82 0.77 -3.41 -0.64
H 22.645280 32.890710 -12.654220 -0.96 0.49 0.14 0.32
H 23.449430 31.681540 -13.361240 0.45 -0.18 -1.67 0.32
H 21.963610 31.223410 -12.813910 -0.58 0.19 0.47 0.29
C 14.905950 30.519110 -20.896470 0.84 -0.12 0.62 -0.68
C 16.098970 30.945110 -20.264470 0.17 -0.41 -2.05 -0.22
C 17.343570 30.751570 -20.927650 -0.88 -1.19 -0.62 0.31
C 17.358020 30.109140 -22.227790 -2.24 0.59 1.91 -0.34
C 16.140790 29.589900 -22.735590 1.66 0.26 0.40 -0.46
C 14.939900 29.719810 -22.028500 0.93 0.27 -0.76 -0.50
N 18.611160 29.925350 -22.956080 0.81 -0.43 -2.70 0.99
O 19.635850 30.129380 -22.349780 -0.11 0.00 0.24 -0.56
O 18.619600 29.600060 -24.193030 -0.88 0.66 3.14 -0.60
H 13.971930 30.784190 -20.423460 -0.15 -0.28 0.08 0.38
H 15.973230 31.423620 -19.304460 0.57 0.12 0.03 0.41
H 18.269620 30.923870 -20.399290 0.06 0.37 -0.23 0.41
H 16.263030 29.059640 -23.668480 -0.46 -0.15 -0.09 0.45
H 14.086510 29.191500 -22.427290 -0.29 0.32 0.07 0.37
C 24.508520 26.640170 -18.666070 -1.15 0.41 -0.45 -0.12
C 24.090220 27.502930 -19.697650 1.24 -0.45 0.35 -0.41
C 24.851560 27.538500 -20.873670 -0.74 -0.05 -0.20 -0.65
C 25.920190 26.680460 -21.010220 0.50 0.30 0.14 0.34
C 26.291340 25.818230 -19.990130 1.16 0.43 -0.48 -0.26
C 25.570360 25.778860 -18.821050 0.21 0.17 0.04 -0.82
N 26.809620 26.777600 -22.230390 0.03 -1.52 0.21 0.88
O 27.972320 26.402040 -22.089020 -0.84 0.67 -0.07 -0.57
O 26.300320 27.054290 -23.300790 0.14 0.40 0.68 -0.54
H 23.942210 26.615340 -17.746800 0.08 0.12 0.06 0.42
H 23.279680 28.190750 -19.507060 -0.10 0.07 -0.24 0.50
H 24.619720 28.185610 -21.706680 -0.16 0.19 0.08 0.44
H 27.271890 25.369840 -20.052530 -0.16 -0.51 -0.18 0.40
H 25.910920 25.158260 -18.005400 -0.09 -0.09 0.03 0.39
C 18.286090 29.323330 -10.286630 -0.02 -0.70 1.46 -0.26
C 18.444960 30.545300 -9.654330 -0.27 -0.57 -0.03 -0.59
C 18.567380 31.677000 -10.408950 0.46 1.03 1.16 -0.31
C 18.590750 31.616620 -11.788010 -0.38 -0.74 -0.16 -0.42
C 18.380070 30.406410 -12.391430 -0.31 -1.98 -0.78 0.41
C 18.205440 29.222330 -11.629480 0.22 1.27 -1.08 -0.88
N 18.788000 32.845020 -12.554850 0.35 1.05 1.09 0.94
O 19.141110 33.809280 -11.910490 0.17 0.12 0.37 -0.60
O 18.588620 32.911490 -13.738340 -0.21 -1.15 -1.29 -0.41
H 18.232050 28.428930 -9.683700 -0.15 -0.12 0.12 0.37
H 18.414630 30.561310 -8.574870 0.17 0.31 0.03 0.39
H 18.700550 32.593330 -9.853070 -0.02 0.30 -0.44 0.45
H 18.338910 30.190270 -13.448780 0.09 0.85 -0.28 0.45
H 18.012930 28.262240 -12.085080 0.13 0.13 -0.33 0.45
C 21.735530 25.704030 -16.499740 -0.27 -0.56 -0.18 -0.10
C 21.287380 24.657500 -15.679820 -0.49 1.12 -1.22 -1.03
C 20.419430 23.695890 -16.235690 0.80 -0.56 0.31 -0.24
C 20.145110 23.666650 -17.598420 1.46 1.58 1.00 -0.07
C 20.666950 24.738880 -18.384910 -2.46 -3.19 -1.21 -0.78
C 21.376700 25.730010 -17.855790 1.22 1.20 1.13 0.24
N 19.481280 22.510310 -18.185470 -1.53 -0.87 1.58 0.92
O 18.888290 21.703320 -17.419950 1.34 1.56 -1.33 -0.59
O 19.499870 22.416980 -19.383880 0.06 -0.21 -0.53 -0.57
H 22.373010 26.513500 -16.176060 -0.03 -0.12 0.54 0.43
H 21.533600 24.669670 -14.628330 -0.03 -0.25 0.02 0.39
H 20.123100 22.877210 -15.596680 -0.33 -0.06 -0.11 0.44
H 20.427180 24.710560 -19.437580 0.08 0.10 -0.14 0.45
H 21.718810 26.516810 -18.511770 -0.02 0.10 0.17 0.47
```
Forces are in eV/Å.

Values from the calculation:
HOMO level (spin up / spin down) ... -7.95 / -8.09 eV
Molar mass ... 1114.82 g/mol
Charge ... -1
Expectation value of S² ... 2.018
Electronic energy ... -186712.9082 eV
HOMO-LUMO gap (spin up / spin down) ... 0.26811 / 0.29189 Ha
2S+1 ... 3

---

Here is a structure of composition C25H23F8IrN6OSe2Si from the Open Molecules 2025 dataset. Energies are from the ωB97M-V functional and the def2-TZVPD basis.

```
67
Properties=species:S:1:pos:R:3:forces:R:3:mulliken_charge:R:1
Ir -0.408327 0.255188 -0.051850 -0.22 0.17 -0.59 2.87
Se -2.462475 -0.689701 2.701649 0.56 0.35 -0.27 0.27
Se -2.223258 1.594028 2.819963 0.00 -0.39 -0.45 0.25
C -0.316535 1.609248 3.090938 0.57 -0.15 0.25 0.41
C 0.179667 2.241330 4.218112 -0.37 0.12 0.07 -0.77
C 1.540414 2.162898 4.469444 0.10 0.01 0.06 -0.43
C 2.336784 1.447449 3.595052 -0.01 0.09 0.12 -0.82
C 1.755437 0.883519 2.470396 -0.36 0.14 -0.20 -0.61
N 0.448886 0.976043 2.203112 -0.24 -0.11 0.55 0.09
C -3.400453 -0.698332 1.022779 -0.48 0.11 -0.40 0.36
C -4.639266 -1.310988 0.952449 0.08 -0.08 0.29 -0.74
C -5.326150 -1.259670 -0.252634 -0.08 0.02 -0.07 -0.43
C -4.766083 -0.566556 -1.312041 -0.15 -0.07 0.06 -0.80
C -3.515737 0.009175 -1.150630 0.18 -0.01 0.12 -0.51
N -2.825646 -0.082509 -0.010131 -0.03 0.06 0.30 0.24
H -0.493950 2.763744 4.885089 0.08 -0.01 0.06 0.44
H 1.960051 2.633150 5.349580 -0.02 -0.01 -0.04 0.44
H 3.396417 1.324173 3.773613 -0.02 0.02 -0.04 0.49
H 2.349235 0.352052 1.745069 0.08 -0.15 -0.21 0.66
H -5.051165 -1.798319 1.826745 -0.07 -0.03 -0.08 0.44
H -6.295945 -1.732391 -0.348513 0.06 0.02 0.02 0.45
H -5.283704 -0.467322 -2.257343 0.02 -0.02 0.05 0.53
H -3.041804 0.558001 -1.953959 0.06 -0.05 0.06 0.47
O 0.012663 -1.651290 0.771500 0.88 1.11 0.09 -0.38
N -0.790759 -2.649426 0.660914 -1.25 -0.25 0.27 -0.39
C -0.359431 -3.653842 -0.013611 0.33 -0.50 -0.35 0.82
C -1.259422 -4.758905 -0.192695 0.06 0.01 -0.09 -0.12
N -2.015003 -5.603880 -0.380024 0.06 0.04 0.04 -0.45
C 0.930605 -3.613145 -0.661372 -0.10 0.02 0.03 0.07
N 1.945676 -3.470632 -1.181260 -0.10 -0.15 0.01 -0.46
F -0.082171 -4.007174 -5.940955 -0.01 -0.01 -0.09 -0.24
C -0.369757 -2.704851 -6.050824 0.04 0.09 0.13 0.69
F 0.509214 -2.148103 -6.888968 -0.07 -0.08 -0.03 -0.27
F -1.593752 -2.596837 -6.589432 0.05 -0.05 -0.08 -0.25
C -0.340484 -2.044163 -4.693602 0.00 0.02 -0.02 0.36
C -1.292511 -2.401407 -3.751251 -0.05 -0.10 -0.02 -1.41
C -1.258413 -1.780295 -2.521538 0.11 0.00 -0.05 -0.53
N -0.345649 -0.854356 -2.197604 -0.16 -0.10 -0.11 0.28
C 0.575749 -0.531539 -3.110645 -0.09 -0.02 0.13 -0.19
C 0.611156 -1.098539 -4.372033 0.02 -0.04 -0.08 -1.28
H -2.043406 -3.151559 -3.966450 0.03 0.04 0.01 0.48
H -1.983755 -2.047230 -1.765370 0.02 0.05 0.07 0.76
H 1.317930 0.199475 -2.823644 -0.09 -0.03 -0.02 0.36
H 1.369528 -0.799928 -5.081722 -0.01 0.00 0.02 0.57
F -1.228377 3.078908 0.359678 -0.23 0.19 0.34 -0.23
C -0.770475 2.290255 -0.671545 0.40 -0.59 0.03 0.29
F -1.733829 2.380586 -1.650364 -0.05 0.01 -0.12 -0.32
C 0.444662 3.047658 -1.212049 0.03 -0.16 -0.03 0.31
F 0.144929 4.247887 -1.690326 0.05 0.10 0.01 -0.27
F 1.348749 3.191068 -0.226977 0.01 0.02 -0.15 -0.22
F 1.024780 2.338848 -2.208243 -0.05 0.28 0.11 -0.18
C 4.282254 0.856386 -3.044369 0.00 -0.03 -0.07 -0.98
Si 4.235204 0.564444 -1.195291 0.00 -0.20 0.12 -0.08
C 4.590976 2.181146 -0.327798 -0.14 0.07 0.04 -0.92
C 5.470474 -0.733223 -0.666715 0.06 -0.03 -0.12 -1.05
C 2.551352 -0.108359 -0.748959 -0.14 0.39 -0.03 -0.31
H 5.277558 1.206636 -3.335250 -0.08 -0.02 -0.03 0.41
H 3.557164 1.623260 -3.335857 0.07 -0.05 0.00 0.29
H 4.068719 -0.058967 -3.606132 0.04 0.08 0.05 0.27
H 5.627356 2.470626 -0.523228 -0.05 0.01 0.04 0.39
H 4.457958 2.112387 0.756754 0.05 0.00 -0.08 0.27
H 3.942419 2.981141 -0.695107 0.06 -0.03 0.04 0.29
H 6.480507 -0.453530 -0.982390 -0.06 -0.05 0.05 0.33
H 5.232682 -1.704500 -1.112965 0.04 0.08 0.06 0.34
H 5.477737 -0.854019 0.420633 0.00 0.00 -0.08 0.31
H 2.325888 -1.173097 -0.751407 -0.01 0.18 0.12 0.48
H 1.665736 0.573161 -0.710095 0.60 -0.36 0.18 -0.12
```
Forces are in eV/Å.

Values from the calculation:
HOMO level (spin up / spin down) ... -9.90 / -11.88 eV
Molar mass ... 953.71 g/mol
ΔE to the lowest compared entry with this formula, charge and spin ... 29.3 kcal per mole
Charge ... +1
Expectation value of S² ... 8.772
Electronic energy ... -200422.6193 eV
HOMO-LUMO gap (spin up / spin down) ... 0.19533 / 0.16728 Ha
2S+1 ... 6

---

What is the formula in the first record? C25H23F6N3O3